A molecular structure, C33H42CsN9O6S2Si. Source: OMol25; level of theory: wB97M-V/def2-TZVPD.

Positions of all 94 atoms, in Å:
Cs -0.102 -0.015 -1.166
N 2.307 -1.862 -2.082
C 1.473 -2.948 -2.151
C 1.054 -2.999 -3.453
N 1.592 -1.965 -4.176
C 2.332 -1.294 -3.318
C 3.005 -0.022 -3.592
N 3.142 0.546 -4.771
C 3.755 1.744 -4.521
C 3.988 1.898 -3.183
N 3.505 0.764 -2.596
H 2.641 -1.425 -1.214
H 1.230 -3.510 -1.262
H 0.359 -3.696 -3.889
H 3.980 2.435 -5.318
H 4.423 2.685 -2.593
H 3.478 0.581 -1.587
O 2.631 -0.083 -0.060
N 3.157 -0.121 1.153
C 2.797 -1.162 1.943
C 3.317 -1.313 3.199
C 4.212 -0.347 3.667
C 4.540 0.714 2.866
C 4.021 0.870 1.557
S 4.430 2.164 0.531
H 2.062 -1.829 1.496
H 3.019 -2.163 3.796
H 4.640 -0.434 4.659
H 5.224 1.482 3.197
C 1.876 6.864 1.787
C 1.010 5.953 0.955
C 1.434 4.663 0.641
C 0.628 3.815 -0.098
C -0.617 4.250 -0.540
C -1.049 5.535 -0.248
C -0.234 6.378 0.498
S -1.660 3.116 -1.430
O -0.779 2.510 -2.425
O -2.778 3.881 -1.937
N -1.982 1.996 -0.391
C -2.959 2.059 0.565
C -3.822 3.108 0.842
C -4.770 3.018 1.880
C -4.891 1.905 2.664
C -4.032 0.804 2.424
C -4.067 -0.386 3.187
C -3.194 -1.399 2.917
C -2.271 -1.238 1.862
N -2.223 -0.156 1.124
C -3.075 0.871 1.387
H 2.899 6.494 1.831
H 1.501 6.926 2.812
H 1.891 7.877 1.380
H 2.405 4.303 0.965
H 0.992 2.824 -0.334
H -2.013 5.865 -0.612
H -0.572 7.384 0.725
H -3.778 4.000 0.235
H -5.421 3.867 2.055
H -5.623 1.849 3.462
H -4.789 -0.471 3.993
H -3.190 -2.312 3.500
H -1.538 -2.012 1.630
C -2.147 -0.403 -4.136
C -1.138 0.313 -5.022
O -1.478 1.682 -5.207
H -1.862 -1.440 -3.946
H -3.142 -0.376 -4.585
H -2.206 0.141 -3.189
H -1.114 -0.133 -6.018
H -0.126 0.210 -4.617
H -1.327 2.132 -4.362
N -1.948 -3.947 -0.505
C -2.551 -3.838 -1.708
N -3.958 -3.897 -1.650
O -1.980 -3.745 -2.781
H -2.517 -4.079 0.312
H -0.971 -3.686 -0.312
H -4.357 -3.404 -0.865
H -4.351 -3.587 -2.526
C 0.220 -3.409 3.805
Si 0.502 -4.216 2.110
C 2.201 -5.045 2.190
C -0.738 -5.658 2.143
O 0.356 -3.201 0.897
H 0.468 -4.098 4.620
H -0.834 -3.131 3.916
H 0.803 -2.496 3.937
H 2.303 -5.708 3.055
H 3.008 -4.305 2.232
H 2.352 -5.642 1.285
H -0.522 -6.314 2.993
H -0.701 -6.257 1.229
H -1.765 -5.299 2.268

The HOMO energy comes out at -2.85 eV. The calculation puts the frontier orbital gap at 0.24174 hartree. The relative energy (zero: lowest compared OMol25 entry of this formula, charge and spin) is 0.4381 eV. As for the max |F|: 0.8 eV/Å. The total energy is -90701.6267 eV. As for the total charge: -2.

Löwdin population analysis, charges in e, atoms 1 to 4: 1.1746 0.0437 -0.1399 -0.1606